P:
Density functional theory data (wB97M-V/def2-TZVPD) for a 2-piece molecular cluster, C4H12N2O2 overall.

Each atom is followed by the atoms it is bonded to, with distances in Å.
CARTESIAN COORDINATES (ANGSTROEM)
1 C 1.090 -2.626 -1.398  C2 1.498, H8 1.087, H9 1.123, H10 1.092
2 C 0.815 -1.333 -0.694  C1 1.498, C3 1.566, H11 1.067, H12 1.090
3 C 0.197 -1.311 0.745  C2 1.566, N4 1.452, H13 1.126, H14 1.188
4 N -0.948 -0.419 0.704  C3 1.452, C5 1.402, H15 1.009
5 C -0.838 0.969 0.542  N4 1.402, N6 1.360, O7 1.224
6 N 0.413 1.494 0.639  C5 1.360, H16 1.007, H17 1.019
7 O -1.820 1.638 0.248  C5 1.224
8 H 1.996 -3.182 -1.174  C1 1.087
9 H 0.308 -3.328 -0.998  C1 1.123
10 H 0.787 -2.560 -2.446  C1 1.092
11 H 0.209 -0.729 -1.330  C2 1.067
12 H 1.729 -0.758 -0.546  C2 1.090
13 H -0.232 -2.236 1.223  C3 1.126
14 H 1.148 -0.953 1.359  C3 1.188
15 H -1.707 -0.634 1.332  N4 1.009
16 H 0.972 1.046 1.346  N6 1.007
17 H 0.632 2.489 0.649  N6 1.019
18 O -1.291 4.339 -0.101  H19 0.961, H20 0.976
19 H -2.119 4.707 0.216  O18 0.961
20 H -1.343 3.388 -0.315  O18 0.976

Output
HOMO = -0.3603 Eh
SMILES = CCCNC(N)=O.O

How is the electron density shared among the atoms? According to Löwdin, the charges in e are: C -0.113; C -0.265; C -0.207; N 0.029; C -0.586; N 0.178; O 0.032; H 0.069; H 0.079; H 0.073; H 0.096; H 0.092; H 0.129; H 0.126; H 0.132; H 0.086; H 0.117; O -0.090; H 0.029; H -0.008

---

Q:
Density functional theory data (wB97M-V/def2-TZVPD) for a 2-piece molecular cluster, C4H12N2O2 overall.

Each atom is followed by the atoms it is bonded to, with distances in Å.
CARTESIAN COORDINATES (ANGSTROEM)
1 C -0.889 1.799 -1.301  N2 1.484, H8 1.090, H9 1.093, H10 1.090
2 N 0.124 1.650 -0.228  C1 1.484, C3 1.493, H11 1.009
3 C -0.256 0.753 0.903  N2 1.493, C4 1.503, H12 1.103, H13 1.122
4 C -0.923 -0.581 0.714  C3 1.503, N5 1.456, H14 1.096, H15 1.097
5 N 0.013 -1.577 0.212  C4 1.456, C6 1.357, H16 1.009
6 C 0.277 -2.705 0.919  N5 1.357, O7 1.215, H17 1.110
7 O -0.190 -2.931 2.017  C6 1.215
8 H -1.875 1.396 -1.075  C1 1.090
9 H -1.030 2.872 -1.458  C1 1.093
10 H -0.477 1.232 -2.136  C1 1.090
11 H 0.312 2.536 0.216  N2 1.009
12 H 0.661 0.603 1.498  C3 1.103
13 H -0.787 1.390 1.659  C3 1.122
14 H -1.749 -0.545 -0.006  C4 1.096
15 H -1.223 -0.935 1.708  C4 1.097
16 H 0.504 -1.390 -0.650  N5 1.009
17 H 0.836 -3.496 0.377  C6 1.110
18 O 2.099 -0.287 -1.380  H19 0.961, H20 0.977
19 H 1.607 0.470 -1.054  O18 0.961
20 H 2.967 -0.254 -0.933  O18 0.977

Output
HOMO = -0.3439 Eh
SMILES = CNCCNC=O.O

How is the electron density shared among the atoms? According to Löwdin, the charges in e are: C -0.103; N -0.144; C -0.225; C -0.174; N 0.020; C -0.362; O -0.006; H 0.067; H 0.081; H 0.075; H 0.095; H 0.120; H 0.120; H 0.115; H 0.123; H 0.095; H 0.134; O -0.076; H -0.014; H 0.061

---

R:
Density functional theory data (wB97M-V/def2-TZVPD) for a single C4H12N2O2 molecule.

Each atom is followed by the atoms it is bonded to, with distances in Å.
CARTESIAN COORDINATES (ANGSTROEM)
1 N -0.078 2.078 -1.478  C2 1.478, H9 1.009, H10 1.008
2 C -0.444 0.859 -0.727  N1 1.478, C3 1.550, C5 1.517, H11 1.106
3 C -0.839 -0.383 -1.565  C2 1.550, O4 1.415, H12 1.111, H13 1.086
4 O -1.997 -1.063 -1.120  C3 1.415, H14 0.959
5 C 0.521 0.492 0.384  C2 1.517, N6 1.487, H15 1.103, H16 1.086
6 N -0.106 -0.420 1.377  C5 1.487, C7 1.437, H17 1.020
7 C 0.883 -0.928 2.288  N6 1.437, O8 1.422, H18 1.093, H19 1.107
8 O 2.066 -1.465 1.709  C7 1.422, H20 0.970
9 H 0.585 1.886 -2.215  N1 1.009
10 H -0.935 2.521 -1.772  N1 1.008
11 H -1.390 1.163 -0.240  C2 1.106
12 H -0.054 -1.146 -1.759  C3 1.111
13 H -0.848 -0.068 -2.604  C3 1.086
14 H -2.712 -0.432 -1.007  O4 0.959
15 H 0.680 1.452 0.905  C5 1.103
16 H 1.569 0.294 0.182  C5 1.086
17 H -0.555 -1.186 0.875  N6 1.020
18 H 0.444 -1.641 2.990  C7 1.093
19 H 1.306 -0.129 2.928  C7 1.107
20 H 1.904 -1.882 0.848  O8 0.970

Output
HOMO = -0.3445 Eh
SMILES = N[C@@H](CO)CNCO

How is the electron density shared among the atoms? According to Löwdin, the charges in e are: N 0.044; C -0.368; C -0.245; O -0.058; C -0.203; N -0.024; C -0.312; O -0.083; H 0.069; H 0.069; H 0.144; H 0.127; H 0.099; H 0.087; H 0.119; H 0.112; H 0.097; H 0.114; H 0.125; H 0.086

---

S:
Density functional theory data (wB97M-V/def2-TZVPD) for a 2-piece molecular cluster, C4H12N2O2 overall.

Each atom is followed by the atoms it is bonded to, with distances in Å.
CARTESIAN COORDINATES (ANGSTROEM)
1 C 0.596 1.593 0.305  O7 1.414, O8 1.409, H12 1.086, H17 1.302
2 C -1.196 -0.078 -1.109  C4 1.489, N5 1.344, H13 1.080
3 C 0.475 -1.243 0.151  N5 1.401, N6 1.417, H16 1.082
4 C -2.216 0.120 -0.043  C2 1.489, H18 1.091, H19 1.092, H20 1.095
5 N -0.253 -1.032 -1.027  C2 1.344, C3 1.401, H11 1.015
6 N 1.693 -1.963 0.076  C3 1.417, H14 1.014, H15 1.012
7 O 1.962 1.869 0.068  C1 1.414, H9 0.965
8 O 0.141 1.994 1.577  C1 1.409, H10 0.966
9 H 2.495 1.281 0.616  O7 0.965
10 H 0.487 1.388 2.244  O8 0.966
11 H 0.308 -1.141 -1.864  N5 1.015
12 H 0.061 2.224 -0.399  C1 1.086
13 H -1.390 0.310 -2.098  C2 1.080
14 H 1.611 -2.973 0.124  N6 1.014
15 H 2.275 -1.689 -0.705  N6 1.012
16 H -0.129 -1.535 1.001  C3 1.082
17 H 0.603 0.292 0.351  C1 1.302
18 H -1.966 -0.316 0.925  C4 1.091
19 H -2.369 1.183 0.154  C4 1.092
20 H -3.187 -0.284 -0.349  C4 1.095

Output
HOMO (spin up / spin down) = -0.2399 / -0.2399 Eh

How is the electron density shared among the atoms? According to Löwdin, the charges in e are: C -0.380; C -0.190; C -0.330; C -0.089; N -0.012; N 0.012; O -0.049; O -0.048; H 0.078; H 0.083; H 0.148; H 0.111; H 0.107; H 0.066; H 0.068; H 0.108; H 0.094; H 0.070; H 0.077; H 0.075

---

Bottom line: P, by a margin of 5.6 kcal/mol.

---

P:
Density functional theory data (wB97M-V/def2-TZVPD) for a 2-piece molecular cluster, C4H12N2O2 overall.

Each atom is followed by the atoms it is bonded to, with distances in Å.
CARTESIAN COORDINATES (ANGSTROEM)
1 C 0.251 2.611 1.018  C2 1.563, H8 1.022, H9 1.161, H10 1.106
2 C 1.050 1.533 0.216  C1 1.563, C3 1.578, H11 1.106, H12 1.085
3 C 0.751 0.052 0.671  C2 1.578, O4 1.169, N5 1.390
4 O 0.764 -0.143 1.823  C3 1.169
5 N 0.505 -0.998 -0.206  C3 1.390, C6 1.572, H13 1.055
6 C 0.385 -0.909 -1.772  N5 1.572, N7 1.412, H14 1.085, H15 1.046
7 N -0.852 -0.444 -2.272  C6 1.412, H16 0.971, H17 0.960
8 H -0.639 2.831 0.568  C1 1.022
9 H -0.019 2.560 2.147  C1 1.161
10 H 0.744 3.596 1.123  C1 1.106
11 H 0.856 1.570 -0.872  C2 1.106
12 H 2.062 1.746 0.540  C2 1.085
13 H 0.130 -1.935 0.100  N5 1.055
14 H 1.171 -0.234 -2.094  C6 1.085
15 H 0.752 -1.816 -2.141  C6 1.046
16 H -1.542 -1.084 -2.035  N7 0.971
17 H -1.047 0.442 -1.959  N7 0.960
18 O -2.106 -1.731 0.661  H19 0.947, H20 0.947
19 H -2.116 -1.132 -0.073  O18 0.947
20 H -1.812 -1.180 1.372  O18 0.947

Output
HOMO = -0.3502 Eh
SMILES = CCC(=O)NCN.O

How is the electron density shared among the atoms? According to Löwdin, the charges in e are: C -0.105; C -0.118; C -0.542; O 0.074; N 0.065; C -0.234; N 0.054; H 0.015; H 0.111; H 0.070; H 0.091; H 0.105; H 0.140; H 0.103; H 0.094; H 0.043; H 0.042; O -0.033; H -0.002; H 0.027

---

Q:
Density functional theory data (wB97M-V/def2-TZVPD) for a single C4H12N2O2 molecule.

Each atom is followed by the atoms it is bonded to, with distances in Å.
CARTESIAN COORDINATES (ANGSTROEM)
1 C 0.727 -2.243 -1.263  O2 1.405, H9 1.088, H10 1.096, H11 1.097
2 O 0.656 -1.363 -0.171  C1 1.405, C3 1.409
3 C 0.020 -0.136 -0.448  O2 1.409, C4 1.534, N5 1.456, H12 1.105
4 C 0.937 0.854 -1.177  C3 1.534, H13 1.087, H14 1.087, H15 1.087
5 N -0.471 0.344 0.835  C3 1.456, C6 1.447, O7 1.439
6 C 0.555 0.688 1.796  N5 1.447, H16 1.089, H17 1.094, H18 1.087
7 O -1.335 1.473 0.613  N5 1.439, N8 1.390
8 N -2.649 1.211 0.985  O7 1.390, H19 1.019, H20 1.019
9 H 1.152 -3.168 -0.878  C1 1.088
10 H 1.371 -1.856 -2.060  C1 1.096
11 H -0.269 -2.444 -1.678  C1 1.097
12 H -0.880 -0.313 -1.065  C3 1.105
13 H 0.476 1.838 -1.156  C4 1.087
14 H 1.906 0.891 -0.689  C4 1.087
15 H 1.073 0.551 -2.212  C4 1.087
16 H 0.077 0.852 2.761  C6 1.089
17 H 1.114 1.587 1.517  C6 1.094
18 H 1.225 -0.165 1.862  C6 1.087
19 H -3.004 0.420 0.450  N8 1.019
20 H -2.681 0.978 1.977  N8 1.019

Output
HOMO = -0.3301 Eh
SMILES = CO[C@H](C)N(C)ON

How is the electron density shared among the atoms? According to Löwdin, the charges in e are: C -0.098; O -0.151; C -0.412; C -0.018; N -0.162; C -0.059; O -0.190; N 0.022; H 0.091; H 0.086; H 0.091; H 0.148; H 0.081; H 0.082; H 0.073; H 0.085; H 0.085; H 0.091; H 0.077; H 0.078

---

R:
Density functional theory data (wB97M-V/def2-TZVPD) for a 2-piece molecular cluster, C4H12N2O2 overall.

Each atom is followed by the atoms it is bonded to, with distances in Å.
CARTESIAN COORDINATES (ANGSTROEM)
1 C -1.865 0.936 0.718  N2 1.504, H8 1.105, H9 1.096, H10 1.089
2 N -0.757 0.119 0.112  C1 1.504, C3 1.472, C4 1.352
3 C -1.226 -0.902 -0.839  N2 1.472, H11 1.036, H12 1.125, H13 1.119
4 C 0.456 0.211 0.701  N2 1.352, O5 1.243, C6 1.601
5 O 0.911 1.228 1.250  C4 1.243
6 C 1.315 -1.141 0.695  C4 1.601, N7 1.441, H14 1.105, H15 1.144
7 N 1.830 -1.526 -0.595  C6 1.441, H16 0.955, H17 0.932
8 H -2.823 0.452 0.458  C1 1.105
9 H -1.986 1.873 0.161  C1 1.096
10 H -1.713 1.132 1.778  C1 1.089
11 H -0.635 -0.932 -1.689  C3 1.036
12 H -1.360 -1.943 -0.434  C3 1.125
13 H -2.203 -0.632 -1.313  C3 1.119
14 H 0.718 -1.977 1.102  C6 1.105
15 H 2.163 -0.871 1.413  C6 1.144
16 H 2.566 -1.031 -0.949  N7 0.955
17 H 1.853 -2.454 -0.675  N7 0.932
18 O 0.904 2.745 -0.832  H19 0.867, H20 1.008
19 H 0.911 1.979 -1.237  O18 0.867
20 H 0.941 2.734 0.175  O18 1.008

Output
HOMO = -0.3338 Eh
SMILES = CN(C)C(=O)CN.O

How is the electron density shared among the atoms? According to Löwdin, the charges in e are: C -0.023; N -0.126; C -0.063; C -0.433; O 0.001; C -0.161; N 0.041; H 0.081; H 0.086; H 0.090; H 0.046; H 0.103; H 0.097; H 0.118; H 0.127; H 0.049; H 0.019; O -0.034; H -0.082; H 0.064

---

Bottom line: P, by a margin of 10.5 kcal/mol.

---

P:
Density functional theory data (wB97M-V/def2-TZVPD) for a 2-piece molecular cluster, C4H12N2O2 overall.

Each atom is followed by the atoms it is bonded to, with distances in Å.
CARTESIAN COORDINATES (ANGSTROEM)
1 C -1.261 1.038 0.021  C2 1.498, O3 1.586, O4 1.415
2 C -1.941 2.345 -0.250  C1 1.498, H8 1.115, H9 1.089, H10 1.092
3 O -0.396 0.712 -1.269  C1 1.586, H5 0.977
4 O -2.225 0.010 0.140  C1 1.415, H6 0.983
5 H -0.975 0.531 -2.034  O3 0.977
6 H -2.972 0.132 -0.486  O4 0.983
7 H 0.389 -0.089 -0.358  N11 1.182
8 H -2.675 2.259 -1.085  C2 1.115
9 H -1.218 3.114 -0.517  C2 1.089
10 H -2.476 2.674 0.643  C2 1.092
11 N 0.876 -0.820 0.433  H7 1.182, N12 1.465, C13 1.434, H15 1.021
12 N -0.082 -1.892 0.716  N11 1.465, H16 1.019, H17 1.032
13 C 2.186 -1.292 0.091  N11 1.434, C14 1.322, H18 1.082
14 C 3.269 -0.987 0.785  C13 1.322, H19 1.082, H20 1.080
15 H 0.884 -0.227 1.264  N11 1.021
16 H -0.058 -2.496 -0.104  N12 1.019
17 H -0.992 -1.406 0.674  N12 1.032
18 H 2.203 -1.872 -0.822  C13 1.082
19 H 3.222 -0.400 1.692  C14 1.082
20 H 4.241 -1.333 0.467  C14 1.080

Output
HOMO = -0.2357 Eh

How is the electron density shared among the atoms? According to Löwdin, the charges in e are: C -0.468; C -0.133; O -0.170; O -0.136; H 0.079; H 0.080; H 0.114; H 0.068; H 0.065; H 0.068; N -0.084; N 0.087; C -0.158; C 0.056; H 0.142; H 0.084; H 0.057; H 0.116; H 0.070; H 0.063

---

Q:
Density functional theory data (wB97M-V/def2-TZVPD) for a 2-piece molecular cluster, C4H12N2O2 overall.

Each atom is followed by the atoms it is bonded to, with distances in Å.
CARTESIAN COORDINATES (ANGSTROEM)
1 C -1.589 -0.351 -2.638  N2 1.491, H8 1.174, H9 1.089, H10 1.138
2 N -1.672 -0.387 -1.150  C1 1.491, C3 1.439, H11 1.053
3 C -0.708 0.471 -0.511  N2 1.439, C4 1.558, H12 1.147, H13 1.174
4 C 0.220 -0.418 0.369  C3 1.558, O5 1.247, N6 1.369
5 O -0.148 -1.552 0.735  C4 1.247
6 N 1.511 -0.107 0.702  C4 1.369, C7 1.458, H14 0.984
7 C 2.173 1.179 0.515  N6 1.458, H15 1.103, H16 1.140, H17 1.080
8 H -2.438 0.314 -3.102  C1 1.174
9 H -1.682 -1.417 -2.843  C1 1.089
10 H -0.557 -0.001 -2.967  C1 1.138
11 H -1.748 -1.352 -0.734  N2 1.053
12 H -0.162 1.064 -1.327  C3 1.147
13 H -1.234 1.345 0.069  C3 1.174
14 H 1.901 -0.740 1.347  N6 0.984
15 H 1.710 1.754 -0.304  C7 1.103
16 H 2.020 1.775 1.475  C7 1.140
17 H 3.221 1.020 0.308  C7 1.080
18 O -0.538 -0.678 3.562  H19 0.935, H20 0.990
19 H 0.377 -0.705 3.757  O18 0.935
20 H -0.659 -1.212 2.737  O18 0.990

Output
HOMO = -0.3181 Eh
SMILES = CNCC(=O)NC.O

How is the electron density shared among the atoms? According to Löwdin, the charges in e are: C -0.128; N -0.155; C -0.176; C -0.422; O -0.017; N 0.013; C -0.071; H 0.100; H 0.064; H 0.079; H 0.119; H 0.109; H 0.147; H 0.119; H 0.078; H 0.105; H 0.074; O -0.061; H -0.004; H 0.028

---

Bottom line: Q, by a margin of 94.9 kcal/mol.